No. 1
C59H88N3O3P2RbSe as an isolated structure. Source: OMol25; level of theory: wB97M-V/def2-TZVPD.

CARTESIAN COORDINATES (ANGSTROEM)
Rb -0.49 0.70 0.51
C 4.44 -5.95 -1.99
C 4.80 -5.04 -0.81
C 6.06 -4.26 -1.19
C 5.13 -5.91 0.41
C 3.63 -4.11 -0.49
C 3.70 -2.72 -0.54
C 2.60 -1.94 -0.28
Se 2.73 -0.02 -0.31
C 2.22 0.28 -2.15
C 2.83 -0.43 -3.16
C 2.47 -0.26 -4.49
C 1.51 0.71 -4.75
C 0.88 1.49 -3.78
C 1.21 1.28 -2.39
O 0.67 1.89 -1.41
C -0.19 2.48 -4.26
C -1.44 1.69 -4.69
C -0.64 3.51 -3.20
C 0.33 3.29 -5.45
C 3.16 -1.08 -5.58
C 2.57 -0.82 -6.97
C 3.03 -2.58 -5.28
C 4.65 -0.72 -5.63
C 1.30 -2.47 0.04
O 0.31 -1.69 0.22
C 1.24 -3.91 0.13
C 2.39 -4.65 -0.14
C -0.02 -4.70 0.55
C -0.26 -5.90 -0.38
C 0.21 -5.23 1.98
C -1.31 -3.88 0.57
H 5.27 -6.61 -2.25
H 4.19 -5.35 -2.87
H 3.57 -6.57 -1.76
H 6.88 -4.95 -1.38
H 6.37 -3.58 -0.39
H 5.90 -3.66 -2.09
H 5.96 -6.60 0.18
H 4.27 -6.51 0.71
H 5.43 -5.29 1.25
H 4.64 -2.22 -0.77
H 3.58 -1.16 -2.88
H 1.21 0.87 -5.78
H -1.85 1.14 -3.85
H -1.19 0.98 -5.49
H -2.21 2.37 -5.07
H -1.13 3.03 -2.36
H -1.33 4.21 -3.68
H 0.21 4.06 -2.80
H 0.54 2.67 -6.33
H 1.25 3.82 -5.19
H -0.42 4.04 -5.75
H 1.50 -1.04 -6.99
H 3.06 -1.47 -7.70
H 2.71 0.21 -7.28
H 1.99 -2.91 -5.40
H 3.34 -2.82 -4.27
H 3.64 -3.17 -5.98
H 4.78 0.35 -5.83
H 5.17 -1.29 -6.40
H 5.13 -0.93 -4.67
H 2.32 -5.73 -0.06
H 0.57 -6.60 -0.37
H -0.41 -5.58 -1.41
H -1.15 -6.44 -0.05
H 1.08 -5.88 2.03
H -0.67 -5.79 2.32
H 0.38 -4.39 2.67
H -1.53 -3.41 -0.40
H -1.28 -3.06 1.29
H -2.14 -4.55 0.83
C -0.47 6.06 3.54
C -0.75 5.08 2.40
C -0.84 5.80 1.05
P 0.29 3.54 2.24
C 2.05 4.09 1.95
C 2.57 5.38 2.58
C 2.31 4.13 0.44
C 0.28 2.98 3.98
C 1.33 3.16 4.89
C 1.29 2.69 6.19
C 2.46 2.87 7.13
C 0.13 2.02 6.59
C -0.91 1.81 5.72
C -0.87 2.26 4.37
N -1.92 2.07 3.51
C -2.53 0.85 3.50
C -1.76 -0.33 3.74
C -2.28 -1.60 3.66
C -3.62 -1.81 3.34
C -4.19 -3.20 3.19
C -4.39 -0.68 3.12
C -3.91 0.64 3.18
P -5.28 1.81 2.81
C -4.88 2.67 1.21
C -3.65 3.56 1.15
C -4.81 1.59 0.12
C -5.29 3.21 4.07
C -6.73 3.37 4.56
C -4.35 3.05 5.26
H -1.35 6.70 3.69
H 0.37 6.72 3.32
H -0.28 5.54 4.47
H -1.72 4.63 2.61
H 0.06 6.40 0.86
H -1.70 6.48 1.03
H -0.96 5.10 0.22
H 2.63 3.25 2.35
H 2.18 6.25 2.05
H 3.67 5.42 2.51
H 2.31 5.49 3.63
H 1.82 5.00 -0.02
H 1.94 3.24 -0.08
H 3.39 4.22 0.24
H 2.23 3.67 4.57
H 3.17 3.59 6.73
H 3.00 1.93 7.29
H 2.13 3.22 8.11
H 0.05 1.66 7.62
H -1.79 1.27 6.05
H -0.72 -0.20 3.99
H -1.62 -2.45 3.84
H -3.59 -3.93 3.74
H -4.21 -3.51 2.14
H -5.22 -3.25 3.57
H -5.44 -0.82 2.88
H -5.78 3.28 1.04
H -2.79 3.04 1.58
H -3.78 4.49 1.72
H -3.42 3.83 0.12
H -3.97 0.92 0.29
H -4.68 2.05 -0.86
H -5.71 0.98 0.11
H -5.02 4.12 3.52
H -7.05 2.46 5.08
H -7.43 3.54 3.74
H -6.81 4.20 5.27
H -4.53 2.09 5.76
H -4.52 3.85 5.99
H -3.31 3.06 4.94
N -2.80 -0.55 -1.51
C -2.26 -1.12 -2.36
N -1.68 -1.74 -3.38
C -2.40 -2.77 -4.11
C -1.87 -4.15 -3.73
O -0.47 -4.22 -3.90
C 0.19 -3.26 -3.06
C -0.21 -1.85 -3.44
H -2.26 -2.60 -5.18
H -3.46 -2.70 -3.88
H -2.31 -4.91 -4.38
H -2.14 -4.36 -2.69
H 1.26 -3.41 -3.17
H -0.08 -3.44 -2.02
H 0.10 -1.63 -4.46
H 0.24 -1.12 -2.77

Values from the calculation:
Net charge = -2

Results of the Mulliken charge analysis, in e, for atoms 1 through 4: atom 1 (Rb): 0.878, atom 2 (C): -1.470, atom 3 (C): 2.039, atom 4 (C): -2.122

No. 2
A 14-piece molecular cluster, C37H108B4F19N9O12S overall. Source: OMol25; level of theory: wB97M-V/def2-TZVPD.

CARTESIAN COORDINATES (ANGSTROEM)
C 4.28 -3.14 8.03
C 5.10 -1.93 8.49
C 6.17 -1.64 7.47
O 6.88 -0.62 8.11
C 7.97 -0.13 7.36
N 4.28 -0.71 8.74
H 4.97 0.06 8.96
H 3.66 -0.38 7.95
H 3.72 -0.98 9.56
H 4.99 -3.99 8.06
H 3.87 -3.15 7.00
H 3.51 -3.41 8.73
H 5.52 -2.23 9.41
H 5.76 -1.36 6.47
H 6.79 -2.54 7.36
H 7.66 0.02 6.30
H 8.85 -0.81 7.44
H 8.22 0.86 7.85
C 0.07 -2.16 -7.88
C -0.71 -0.92 -7.49
C -0.77 -0.01 -8.61
O -1.28 -0.58 -9.73
C -1.52 0.29 -10.80
N -2.06 -1.42 -6.92
H -2.88 -0.84 -7.05
H -2.33 -2.25 -7.47
H -1.89 -1.70 -5.94
H -0.18 -2.50 -8.89
H -0.17 -3.04 -7.28
H 1.16 -1.97 -7.86
H -0.22 -0.42 -6.68
H 0.31 0.34 -8.71
H -1.23 0.99 -8.45
H -0.59 0.60 -11.34
H -2.01 1.20 -10.38
H -2.23 -0.24 -11.46
C 4.38 4.65 2.79
C 3.75 3.48 2.08
C 3.60 3.75 0.56
O 3.33 2.45 -0.04
C 3.56 2.31 -1.46
N 4.63 2.27 2.29
H 4.29 1.46 1.73
H 5.54 2.56 2.04
H 4.48 2.10 3.35
H 3.82 5.61 2.68
H 5.42 4.80 2.52
H 4.36 4.47 3.90
H 2.76 3.26 2.56
H 4.56 4.05 0.16
H 2.77 4.50 0.38
H 3.26 1.30 -1.69
H 4.57 2.52 -1.67
H 2.95 2.98 -2.03
C -11.54 1.11 1.03
C -10.23 1.95 1.11
C -9.25 1.71 -0.05
O -8.35 2.81 -0.11
C -7.48 2.74 -1.27
N -10.40 3.42 1.12
H -10.59 3.96 2.01
H -9.49 3.81 0.73
H -11.08 3.69 0.39
H -11.28 0.07 1.03
H -11.99 1.32 0.06
H -12.26 1.31 1.83
H -9.77 1.78 2.07
H -9.75 1.61 -1.01
H -8.75 0.79 0.19
H -6.72 3.47 -1.02
H -7.98 2.94 -2.26
H -6.90 1.79 -1.35
C -2.09 2.02 1.29
C -1.44 2.00 2.73
C -1.86 0.76 3.50
O -0.86 0.19 4.35
C -0.96 0.63 5.71
N 0.04 1.99 2.61
H 0.33 2.83 2.19
H 0.58 1.96 3.51
H 0.34 1.19 2.06
H -3.18 1.96 1.26
H -1.68 1.16 0.85
H -1.90 2.93 0.80
H -1.59 2.93 3.29
H -2.09 -0.02 2.80
H -2.78 1.04 3.98
H -1.83 0.12 6.14
H -1.07 1.75 5.85
H -0.02 0.30 6.13
C 7.91 -2.15 -6.46
C 7.18 -2.71 -5.18
C 5.99 -1.87 -4.71
O 5.02 -1.80 -5.80
C 4.06 -0.80 -5.67
N 6.73 -4.17 -5.34
H 7.46 -4.75 -5.69
H 6.40 -4.48 -4.41
H 5.99 -4.23 -6.03
H 7.53 -2.64 -7.35
H 8.91 -2.45 -6.35
H 7.82 -1.04 -6.50
H 7.75 -2.75 -4.27
H 6.49 -0.90 -4.48
H 5.49 -2.30 -3.80
H 3.02 -1.19 -5.76
H 4.17 -0.12 -6.60
H 4.05 -0.20 -4.79
C 0.70 -6.04 -0.89
C 0.18 -4.62 -1.14
C -1.09 -4.30 -0.32
O -1.87 -5.53 -0.55
C -3.18 -5.42 0.03
N 1.24 -3.61 -0.93
H 2.04 -3.89 -1.50
H 1.09 -2.64 -1.20
H 1.51 -3.52 0.04
H 0.45 -6.37 0.11
H 1.75 -6.08 -1.18
H 0.24 -6.75 -1.52
H -0.17 -4.45 -2.16
H -1.67 -3.46 -0.63
H -0.83 -4.30 0.76
H -3.14 -5.53 1.12
H -3.83 -6.16 -0.34
H -3.65 -4.42 -0.13
C -1.86 -7.08 -3.83
C -3.37 -7.07 -3.70
C -3.80 -8.10 -2.71
O -5.10 -7.73 -2.24
C -5.63 -8.63 -1.24
N -3.94 -5.80 -3.24
H -3.87 -5.04 -3.90
H -4.90 -6.02 -2.96
H -3.39 -5.56 -2.42
H -1.45 -8.06 -3.75
H -1.46 -6.46 -3.02
H -1.47 -6.65 -4.73
H -3.84 -7.28 -4.65
H -3.09 -8.12 -1.86
H -3.74 -9.16 -3.13
H -5.55 -9.70 -1.53
H -6.68 -8.36 -1.07
H -5.05 -8.44 -0.37
C -1.06 9.57 4.68
C -1.17 9.79 3.18
C -2.47 9.21 2.76
O -2.81 9.42 1.40
C -2.39 8.37 0.54
N -1.09 11.24 2.74
H -1.58 11.27 1.86
H -1.54 11.83 3.44
H -0.17 11.56 2.55
H -1.28 10.48 5.25
H 0.01 9.37 4.87
H -1.62 8.72 4.98
H -0.44 9.22 2.63
H -3.18 9.68 3.42
H -2.43 8.13 3.06
H -2.19 7.47 1.13
H -1.42 8.58 0.17
H -3.06 8.30 -0.30
B -2.19 -3.24 -4.20
F -3.45 -3.14 -4.79
F -2.37 -3.85 -2.91
F -1.41 -4.08 -4.96
F -1.60 -1.91 -4.10
B -0.73 5.36 2.68
F -0.20 6.67 2.73
F -2.05 5.40 2.21
F -0.03 4.61 1.68
F -0.65 4.68 3.87
B 1.00 -0.89 0.69
F 1.59 -1.99 1.31
F 1.61 0.28 0.97
F 1.04 -1.14 -0.71
F -0.35 -0.82 1.10
B 4.85 -3.71 -1.85
F 4.06 -4.84 -1.46
F 5.80 -4.19 -2.88
F 4.02 -2.79 -2.45
F 5.53 -3.17 -0.81
C 2.54 2.77 7.08
F 1.40 2.44 7.70
F 2.29 3.99 6.53
F 3.37 2.98 8.09
S 3.04 1.58 5.74
O 4.19 2.09 5.07
O 3.31 0.32 6.42
O 1.86 1.48 4.86

Values from the calculation:
Net charge = +4

Results of the Mulliken charge analysis, in e, for atoms 1 through 4: atom 1 (C): -1.505, atom 2 (C): 0.162, atom 3 (C): -0.696, atom 4 (O): -0.344

| no. | largest force on an atom (eV/A) | DFT total energy (eV) |
| --- | --- | --- |
| 1 | 1.09 | -157806.9911 |
| 2 | 3.69 | -143267.0873 |